ORCA calculation (wB97M-V/def2-TZVPD) on the molecule C3H4N2O2.

Geometry as XYZ:
```
11
Properties=species:S:1:pos:R:3:forces:R:3:nbo_charge:R:1
O -0.552780 -1.493039 -0.754226 -0.6 -1.5 -0.6 -0.68
C -0.094598 -0.589540 0.139716 -0.5 0.3 0.3 0.50
O -0.358119 -0.968755 1.488513 1.5 0.4 -1.1 -0.69
C -0.699035 0.745540 -0.244679 -2.8 0.6 1.5 -0.13
C 0.281009 1.542166 -0.627778 -2.4 0.8 1.0 -0.13
N 1.467645 0.870492 -0.516233 3.7 -4.7 1.2 -0.14
N 1.399324 -0.409528 -0.057921 -1.8 6.1 -1.8 -0.18
H -0.322866 -2.394574 -0.476922 0.1 0.3 0.0 0.49
H 0.573793 -1.039378 1.775530 -0.6 -0.2 0.8 0.49
H -1.786985 1.101174 0.010412 2.2 -1.2 -0.8 0.24
H 0.092612 2.635442 -0.736410 1.1 -1.1 -0.5 0.23
```
Positions in Å, forces in eV/Å.

The SMILES is OC1(O)C=CN=N1. Its highest occupied orbital energy is -10.01 eV. As for the total energy: -376.59916 a.u. The LUMO energy comes out at -0.950 eV. Its gap between HOMO and LUMO is 9.0625 eV.

ORCA calculation (wB97M-V/def2-TZVPD) on the ion C5H7F2O4S with charge -1.

Geometry as XYZ:
```
19
Properties=species:S:1:pos:R:3:forces:R:3:nbo_charge:R:1
C 0.480000 -0.657196 -0.574753 -1.8 0.7 2.4 -0.65
C -0.177473 0.723129 -0.817386 2.1 -1.7 -1.9 0.14
C -0.618494 0.624824 -2.323641 -2.1 -0.6 3.7 -0.65
O -1.228636 0.979506 0.044011 -1.8 -0.3 1.3 -0.54
C -2.538410 0.337453 0.029282 2.6 1.0 -0.4 -0.20
C -3.471035 1.258204 -0.044611 -1.4 0.5 0.1 0.68
F -4.747716 0.964430 0.074584 -0.4 0.7 -0.2 -0.30
F -3.362082 2.599465 -0.174846 0.4 -1.0 0.0 -0.33
S -2.915298 -1.430088 0.418898 -0.7 1.3 0.2 2.43
O -2.439999 -2.175841 -0.709816 0.3 -0.5 -1.0 -1.01
O -2.170009 -1.622190 1.627115 0.7 -0.2 0.9 -1.01
O -4.352815 -1.399294 0.591112 0.3 -0.5 -0.1 -1.00
H -0.214326 -1.428307 -0.929204 0.3 0.0 0.3 0.24
H 1.422083 -0.729315 -1.022491 1.4 0.0 -1.0 0.19
H 0.630499 -0.712457 0.526837 -0.1 -0.5 -0.6 0.21
H 0.648701 1.483284 -0.578333 -1.5 -0.5 -0.5 0.17
H -1.717976 0.620591 -2.195852 0.4 -0.4 -0.6 0.23
H -0.277187 -0.251333 -2.795681 0.3 -1.0 -0.5 0.20
H -0.420641 1.439815 -2.867256 1.0 3.2 -2.1 0.19
```
Positions in Å, forces in eV/Å.

The SMILES is CC(C)OC(=C(F)F)S(=O)(=O)[O-]. Its highest occupied orbital energy is -5.46 eV. As for the total charge: -1. As for the total energy: -1093.60167 a.u. The LUMO energy comes out at 3.632 eV. Its gap between HOMO and LUMO is 9.0937 eV.

ORCA calculation (wB97M-V/def2-TZVPD) on the molecule C13H18BrNO2.

Geometry as XYZ:
```
35
Properties=species:S:1:pos:R:3:forces:R:3:nbo_charge:R:1
Br 0.476072 3.432371 1.441749 0.2 0.1 0.1 0.06
C 1.689378 2.124542 2.091974 -0.3 0.1 -0.1 -0.15
C 2.953416 2.482464 2.508531 -0.1 0.0 0.0 -0.21
C 3.819860 1.501140 2.964324 0.1 -0.1 0.0 -0.24
C 3.406494 0.182355 2.995354 0.1 0.1 0.0 -0.18
C 2.133771 -0.174555 2.578497 -0.3 -0.1 -0.1 -0.32
C 1.250697 0.796614 2.120178 0.1 0.2 0.0 0.36
O -0.012428 0.584490 1.691052 0.1 0.1 0.1 -0.52
C -0.495942 -0.736662 1.562622 -0.3 -0.4 0.1 -0.06
C -1.891957 -0.651952 0.949284 0.5 0.3 0.0 -0.43
C -1.907109 0.021868 -0.432144 0.0 -0.1 0.1 -0.23
N -2.091632 -0.944985 -1.504236 -0.2 0.0 -0.1 -0.45
C -0.947820 -1.801614 -1.777180 0.2 0.1 -0.2 -0.25
C 0.170434 -1.070525 -2.532239 0.0 -0.2 0.3 -0.09
O -0.310539 -0.521771 -3.740905 0.0 -0.1 -0.1 -0.53
C -1.394301 0.355485 -3.507381 -0.3 0.0 0.1 -0.09
C -2.530572 -0.355292 -2.759850 0.3 0.1 -0.2 -0.24
H 3.256588 3.517342 2.472276 0.0 0.1 0.0 0.23
H 4.811554 1.771868 3.290337 0.1 0.0 0.0 0.22
H 4.077453 -0.586038 3.348075 0.1 -0.1 0.0 0.22
H 1.831559 -1.209247 2.616100 -0.1 -0.1 0.0 0.22
H 0.186493 -1.317478 0.928111 0.0 0.0 0.1 0.17
H -0.550704 -1.216612 2.549929 0.1 0.0 -0.1 0.18
H -2.513085 -0.074098 1.633729 0.0 -0.1 0.1 0.22
H -2.312974 -1.653643 0.866577 0.0 0.0 0.0 0.22
H -2.760462 0.700952 -0.480231 0.1 0.0 0.0 0.20
H -1.000637 0.633797 -0.538440 -0.1 0.1 0.0 0.18
H -0.568887 -2.219655 -0.845429 0.0 -0.1 0.0 0.19
H -1.307341 -2.625771 -2.402054 0.1 0.0 0.0 0.20
H 0.967674 -1.762428 -2.810122 0.0 0.0 0.1 0.19
H 0.596528 -0.272119 -1.903805 0.0 -0.1 -0.1 0.16
H -1.726925 0.689945 -4.491230 0.0 0.1 0.1 0.19
H -1.051546 1.228304 -2.930337 0.0 0.0 -0.1 0.16
H -3.346910 0.342561 -2.567948 0.0 0.0 0.0 0.20
H -2.906203 -1.171654 -3.385169 0.0 0.1 -0.1 0.20
```
Positions in Å, forces in eV/Å.

The SMILES is Brc1ccccc1OCCCN1CCOCC1. Its highest occupied orbital energy is -8.15 eV. As for the total energy: -3285.37811 a.u. The LUMO energy comes out at 0.785 eV. Its gap between HOMO and LUMO is 8.9341 eV.

ORCA calculation (wB97M-V/def2-TZVPD) on a cluster of 7 separate species, C33H48F18O14 in total.

Geometry as XYZ:
```
113
Properties=species:S:1:pos:R:3:forces:R:3:lowdin_charge:R:1
C -0.927668 -0.692695 1.740148 0.0 -0.3 0.5 -0.08
C 0.347612 -1.240547 1.125734 -0.9 0.3 -0.6 -0.20
O 1.332967 -1.488749 2.139854 0.6 -1.7 1.3 -0.01
C 1.194317 -2.659650 2.840204 -2.7 -0.1 -2.2 -0.32
O 0.293839 -3.471991 2.644278 2.5 1.6 0.9 0.15
C 2.328544 -2.820591 3.850992 1.4 -0.4 2.0 -0.46
F 2.568648 -1.680897 4.560482 -0.4 -0.8 -0.8 0.15
F 3.508936 -3.148726 3.250322 -1.2 -0.2 0.3 0.12
F 2.087594 -3.795589 4.772304 -0.3 1.0 -1.3 0.14
H -0.713343 0.196042 2.342177 -0.1 -0.1 -0.3 0.07
H -1.649894 -0.429480 0.962669 0.2 0.0 0.2 0.08
H -1.390891 -1.424983 2.408547 0.1 -0.1 -0.2 0.08
H 0.773437 -0.496317 0.444426 0.2 -0.1 0.3 0.12
H 0.157783 -2.144985 0.536115 0.1 0.0 0.3 0.13
C -11.159225 1.522196 -1.574520 0.1 0.2 0.3 -0.06
C -10.254541 0.545763 -2.303979 -0.9 -0.1 -0.1 -0.21
O -8.877507 0.924485 -2.157991 1.5 -0.4 1.4 0.01
C -8.276188 0.565557 -0.978878 -3.2 -1.2 0.3 -0.32
O -8.847292 -0.041023 -0.076079 1.9 1.5 -1.9 0.15
C -6.807507 0.986276 -0.972982 2.4 0.4 0.3 -0.46
F -6.622399 2.262213 -1.417559 -1.1 -1.4 0.0 0.09
F -6.042263 0.190793 -1.775111 -1.0 0.5 0.6 0.15
F -6.242093 0.931987 0.265911 -1.0 -0.1 -1.1 0.15
H -10.968883 2.546654 -1.909906 -0.1 -0.2 -0.1 0.08
H -12.210977 1.280530 -1.749968 0.1 0.0 0.0 0.08
H -10.975163 1.501698 -0.495967 -0.1 -0.1 -0.2 0.08
H -10.479065 0.571003 -3.375585 0.4 0.1 0.2 0.13
H -10.413950 -0.484849 -1.966160 0.2 0.2 0.1 0.13
C 4.724201 -0.745501 2.138704 0.2 0.0 -0.3 -0.05
C 3.982162 0.576560 2.212977 -0.5 -0.8 0.1 -0.20
O 4.904472 1.676678 2.205687 1.0 1.2 -1.7 0.02
C 5.392092 2.045324 0.978069 -2.1 -2.4 -0.3 -0.30
O 5.085539 1.491478 -0.074750 1.0 1.7 2.3 0.12
C 6.321662 3.250841 1.107258 1.8 2.1 0.1 -0.47
F 7.212398 3.122818 2.132017 -1.0 -0.3 -0.8 0.14
F 5.634850 4.405790 1.344293 0.1 -1.2 -0.2 0.14
F 7.064440 3.474141 -0.013417 -1.0 -0.7 0.9 0.14
H 5.465906 -0.815589 2.940697 -0.2 0.0 0.0 0.09
H 4.028864 -1.584958 2.223459 0.3 0.6 -0.2 0.05
H 5.268003 -0.841207 1.193877 -0.1 0.0 0.1 0.07
H 3.428968 0.632041 3.156526 0.3 0.3 -0.1 0.13
H 3.249116 0.676267 1.404031 0.3 0.1 0.0 0.12
C 4.783180 -0.085418 -2.742581 0.0 0.1 -0.4 -0.06
C 5.264880 -1.365748 -2.084778 0.0 0.9 0.5 -0.21
O 5.104181 -2.482984 -2.971868 1.2 -1.0 -1.5 0.01
C 6.074546 -2.636353 -3.928734 1.0 2.7 1.7 -0.32
O 7.037104 -1.883467 -4.054398 -2.2 -2.2 -0.1 0.15
C 5.808514 -3.882806 -4.771139 -0.1 -1.9 -1.6 -0.46
F 4.506779 -3.985726 -5.164616 1.2 0.7 0.6 0.11
F 6.090872 -5.031785 -4.091491 -0.1 1.2 -0.2 0.14
F 6.552628 -3.924185 -5.912225 -0.6 0.5 1.3 0.14
H 3.752008 -0.197391 -3.092401 0.1 0.0 0.2 0.09
H 4.831511 0.751976 -2.041295 0.0 -0.3 -0.2 0.05
H 5.390684 0.161890 -3.618569 0.0 -0.1 0.2 0.08
H 4.654783 -1.572939 -1.199205 0.0 -0.3 -0.3 0.12
H 6.304323 -1.281913 -1.746808 -0.1 -0.1 -0.3 0.13
C 2.196069 -5.716966 -5.630206 -0.2 0.1 0.1 -0.06
C 1.819215 -6.370135 -6.947528 0.8 0.4 0.1 -0.20
O 0.493870 -6.917852 -6.880937 -1.9 0.7 -0.4 0.01
C -0.534821 -6.027618 -7.054141 2.7 1.8 -0.3 -0.32
O -0.374105 -4.826105 -7.253346 -0.9 -2.8 0.4 0.14
C -1.882588 -6.745449 -7.006171 -2.4 -1.1 0.2 -0.47
F -1.973911 -7.627657 -5.970169 0.5 0.9 -0.8 0.14
F -2.121045 -7.466361 -8.139851 0.6 0.7 0.8 0.14
F -2.936726 -5.892350 -6.870115 1.4 -0.5 -0.2 0.14
H 2.076018 -6.423380 -4.802682 0.1 0.0 -0.2 0.09
H 3.232388 -5.369276 -5.653049 -0.5 -0.3 -0.1 0.06
H 1.549132 -4.861278 -5.413767 0.1 0.0 -0.1 0.08
H 2.498453 -7.205463 -7.148152 -0.4 -0.1 0.0 0.13
H 1.911337 -5.671816 -7.787504 -0.3 -0.1 0.2 0.13
C 4.281367 -5.514706 6.015149 0.0 -0.3 0.2 -0.06
C 5.719565 -5.070000 5.820713 -0.5 0.0 -0.7 -0.21
O 6.436044 -5.113193 7.064000 1.1 -1.4 1.0 0.01
C 6.893720 -6.346192 7.452542 -1.5 -0.6 -2.9 -0.32
O 6.719418 -7.376059 6.805904 0.7 2.2 1.9 0.14
C 7.674157 -6.243326 8.761893 1.2 0.0 2.4 -0.47
F 7.039519 -5.478341 9.695683 0.2 -0.6 -1.1 0.14
F 8.904330 -5.680581 8.583585 -1.1 -0.4 -0.3 0.14
F 7.891983 -7.453604 9.349493 -0.5 1.0 -1.0 0.14
H 3.798018 -4.921368 6.797806 0.1 0.1 -0.2 0.09
H 3.714152 -5.407486 5.086635 0.2 0.0 0.2 0.07
H 4.230378 -6.560791 6.332456 0.1 0.1 -0.1 0.08
H 5.736869 -4.029301 5.480079 0.2 -0.1 0.4 0.12
H 6.228929 -5.667360 5.055597 0.0 0.0 0.3 0.13
C -3.961381 9.130088 -1.707630 -0.1 0.2 0.2 -0.15
C -3.224502 9.592215 -0.298374 -0.2 0.7 -0.7 -0.27
C -4.054777 9.187036 1.057321 1.1 0.6 0.1 -0.23
C -3.790762 7.658567 1.594971 -0.6 -0.3 1.1 -0.22
C -5.184934 6.742279 1.678415 0.8 1.2 -0.6 -0.20
C -5.431667 6.066568 0.205753 -0.2 -0.2 0.5 -0.21
C -5.723402 4.453226 0.217597 0.2 -0.1 -1.5 -0.15
C -4.377932 3.602275 -0.293068 -0.8 0.6 -1.5 -0.19
O -3.507565 3.178587 0.820027 3.2 -1.2 -3.0 -0.10
C -2.244455 2.697883 0.234490 3.1 -3.5 4.6 -0.11
O -1.355054 1.971653 0.959389 -6.1 5.3 -4.6 -0.08
H -4.937719 9.804896 -1.815512 2.1 -1.5 0.0 0.09
H -3.229748 9.258151 -2.640017 -1.7 0.0 2.1 0.08
H -4.294537 8.004256 -1.720375 0.6 2.2 0.2 0.05
H -2.105854 9.229370 -0.315426 -2.2 0.5 0.3 0.11
H -3.173174 10.782703 -0.332241 -0.1 -2.5 0.1 0.11
H -5.178513 9.464683 0.881918 2.0 -0.8 0.4 0.11
H -3.665094 9.911726 1.919439 -0.9 -1.5 -1.9 0.11
H -2.958576 7.090292 0.964424 -1.8 1.3 1.3 0.12
H -3.416107 7.730325 2.725498 -0.6 -0.1 -2.6 0.11
H -5.071338 5.985569 2.563541 -0.4 1.3 -1.9 0.11
H -6.052911 7.522557 1.901842 1.7 -1.9 -0.3 0.11
H -6.371680 6.596116 -0.280233 2.2 -1.0 0.8 0.12
H -4.443986 6.243577 -0.434569 -2.4 -0.3 1.2 0.09
H -6.540667 4.258325 -0.630139 1.9 0.4 2.0 0.11
H -6.178491 4.034452 1.210702 1.1 0.8 -1.8 0.13
H -4.717389 2.680438 -0.954617 1.0 1.9 1.8 0.11
H -3.695594 4.263400 -1.013850 -1.7 -1.0 1.5 0.13
H -1.987421 2.890841 -0.901989 -1.0 -0.1 2.3 0.17
```
Positions in Å, forces in eV/Å.

The SMILES is CCOC(=O)C(F)(F)F.CCOC(=O)C(F)(F)F.CCOC(=O)C(F)(F)F.CCOC(=O)C(F)(F)F.CCOC(=O)C(F)(F)F.CCOC(=O)C(F)(F)F.CCCCCCCCOC=O. Its highest occupied orbital energy is -10.60 eV. As for the total energy: -4137.03237 a.u. The LUMO energy comes out at 0.099 eV. Its gap between HOMO and LUMO is 10.7031 eV.

Question: What is the LUMO in the third record?
Answer: 0.785 eV

Question: The highest LUMO belongs to which entry?
Answer: C5H7F2O4S

Question: Look up the gap between HOMO and LUMO of the third one.
Answer: 8.9341 eV